The following is a quantum chemistry calculation of the ion CH2O6P with charge -1, from OMol25.

Last columns: bonded neighbours and bond lengths (Å).
Positions of all 10 atoms, in Å:
1 C 0.886 -0.338 -0.371  O5 1.335, O6 1.193, O7 1.372, P8 2.225
2 O -1.311 1.686 -0.217  P8 1.594, H9 1.089
3 O -2.373 -0.749 0.038  P8 1.440
4 O -0.213 0.010 1.249  P8 1.528
5 O -0.199 -0.481 -1.136  C1 1.335, P8 1.736
6 O 1.520 0.673 -0.351  C1 1.193
7 O 1.417 -1.541 0.019  C1 1.372, H10 0.923
8 P -1.233 0.129 0.117  C1 2.225, O2 1.594, O3 1.440, O4 1.528, O5 1.736
9 H -0.268 1.997 -0.205  O2 1.089
10 H 1.774 -1.386 0.856  O7 0.923

Calculated values
LUMO energy = 3.922 eV
HOMO = -5.53 eV
charge = -1
ΔE to the lowest compared entry with this formula, charge and spin = 35.9 kcal per mole

natural (NBO) population analysis, charges in e, atoms 1 to 4: 0.983, -1.027, -1.113, -1.132